Below is a cluster of 2 separate species, C4H12 in total at a distorted geometry, with properties calculated with ωB97M-V/def2-TZVPD.

XYZ file:
```
16
Properties=species:S:1:pos:R:3:forces:R:3
C 0.164830 1.049033 1.657601 -2.0 0.9 -0.2
C 0.599930 0.131876 2.768301 0.8 0.0 1.2
H -0.734381 1.626529 1.968886 1.1 0.6 0.6
H 0.944708 1.688621 1.253053 -0.1 0.1 0.1
H -0.409780 0.647483 0.827459 0.9 -1.1 -0.2
H 1.416189 0.555647 3.378716 0.1 0.1 -0.7
H 0.963322 -0.847125 2.459421 -0.3 -0.1 -0.1
H -0.129108 0.058754 3.577652 -0.5 -0.5 -0.5
C -0.176272 -0.668221 -1.471780 -0.6 -0.1 -0.7
C -0.461902 -0.535427 -2.979673 -1.3 0.0 0.2
H 0.846407 -0.336300 -1.293754 0.0 -0.6 0.4
H -0.824945 -0.080158 -0.829910 -0.1 0.3 -0.4
H -0.430101 -1.694276 -1.211255 0.8 -0.1 0.4
H -0.604028 -1.504907 -3.455784 0.9 -0.2 -0.1
H 0.308995 0.059481 -3.454995 -0.2 0.0 -0.4
H -1.473863 -0.151010 -3.193938 0.5 0.6 0.3
```
Forces are in eV/Å.

Properties
Calculated total energy   -159.5555 Ha
Structure (SMILES)   CC.CC
Molar mass   60.140 g/mol
ΔE to the lowest compared entry with this formula, charge and spin   77.3 kJ/mol
LUMO level   1.2 eV